Record 1
C38H29Br2F3InN5O3P2S2 | ωB97M-V/def2-TZVPD

The geometry in XYZ format:
```
85
Properties=species:S:1:pos:R:3:forces:R:3
In 0.348 1.061 -0.279 0.013 -0.067 -0.111
N 0.596 -2.053 -0.302 -0.003 0.023 -0.013
P -0.988 -1.421 -0.234 0.029 -0.008 -0.042
C -1.702 -2.038 1.304 -0.006 0.049 0.014
C -2.061 -1.146 2.312 -0.007 -0.015 -0.012
C -2.559 -1.619 3.519 -0.004 -0.002 -0.001
C -2.691 -2.984 3.721 0.000 0.006 0.004
C -2.342 -3.881 2.716 0.004 -0.004 -0.011
C -1.859 -3.412 1.507 0.012 -0.004 0.026
C -1.892 -2.305 -1.518 -0.036 -0.019 0.057
C -1.243 -2.837 -2.629 0.007 -0.006 -0.027
C -1.976 -3.508 -3.598 0.018 0.004 0.020
C -3.352 -3.635 -3.467 -0.006 0.000 0.004
C -4.001 -3.102 -2.361 -0.002 0.011 -0.027
C -3.274 -2.440 -1.385 -0.011 0.009 -0.008
P 1.883 -0.984 -0.294 -0.021 0.010 0.007
C 2.816 -1.280 1.205 -0.024 -0.019 0.025
C 2.154 -1.747 2.344 -0.001 -0.003 -0.004
C 2.859 -1.916 3.524 0.013 0.001 0.009
C 4.214 -1.609 3.573 -0.012 -0.006 0.007
C 4.870 -1.140 2.443 0.000 0.007 -0.019
C 4.175 -0.975 1.254 0.004 0.018 0.007
C 2.939 -1.222 -1.713 0.011 0.024 0.009
C 3.189 -2.498 -2.216 0.014 -0.007 0.005
C 4.014 -2.643 -3.318 -0.008 -0.007 0.002
C 4.595 -1.524 -3.906 0.004 0.006 0.005
C 4.352 -0.255 -3.399 -0.002 -0.002 -0.004
C 3.516 -0.100 -2.303 0.001 -0.016 -0.010
H 0.756 -3.044 -0.158 -0.007 -0.005 -0.023
H -1.970 -0.079 2.151 -0.002 0.002 0.002
H -2.851 -0.924 4.295 0.000 -0.001 0.000
H -3.078 -3.355 4.661 0.001 0.000 -0.001
H -2.460 -4.944 2.874 -0.001 0.001 0.001
H -1.620 -4.113 0.716 0.002 -0.004 0.005
H -0.169 -2.738 -2.735 0.008 -0.011 0.008
H -1.470 -3.945 -4.449 -0.001 -0.003 -0.001
H -3.920 -4.162 -4.223 0.002 0.000 0.001
H -5.071 -3.211 -2.254 0.002 0.001 0.000
H -3.783 -2.048 -0.512 0.004 -0.002 -0.016
H 1.098 -1.997 2.306 0.007 0.012 0.006
H 2.357 -2.298 4.402 0.000 0.001 -0.002
H 4.763 -1.746 4.494 0.000 0.001 0.000
H 5.925 -0.909 2.484 -0.001 0.000 0.001
H 4.690 -0.617 0.371 0.003 -0.001 -0.003
H 2.749 -3.376 -1.757 0.004 -0.003 -0.001
H 4.212 -3.628 -3.717 0.000 0.002 0.000
H 5.242 -1.645 -4.765 0.000 -0.001 0.001
H 4.804 0.613 -3.859 0.002 -0.002 0.000
H 3.310 0.889 -1.916 0.001 -0.004 -0.001
S -4.779 5.204 3.575 -0.047 -0.038 0.012
N -4.634 4.947 1.994 0.038 0.036 -0.003
C -3.574 4.171 1.830 0.006 -0.027 -0.017
C -3.061 3.698 0.559 -0.043 0.026 0.013
C -3.600 4.065 -0.679 -0.013 0.007 -0.006
C -3.010 3.601 -1.832 0.008 -0.001 0.001
C -1.908 2.758 -1.734 -0.017 -0.004 0.003
N -1.415 2.381 -0.561 -0.013 0.010 0.012
C -1.954 2.856 0.580 0.018 -0.014 -0.013
C -1.289 2.509 1.839 0.027 0.002 -0.005
N -0.180 1.749 1.768 0.018 -0.007 0.007
C 0.513 1.475 2.868 -0.012 -0.009 -0.004
C 0.106 1.918 4.121 -0.007 0.007 -0.005
C -1.040 2.676 4.219 0.007 0.000 0.012
C -1.755 2.993 3.060 -0.046 0.013 0.026
C -2.941 3.825 3.047 0.011 -0.032 -0.003
N -3.532 4.342 4.112 0.039 0.042 -0.014
H -4.458 4.724 -0.707 0.000 -0.003 -0.002
H -3.381 3.880 -2.808 0.000 0.000 0.001
H -1.405 2.383 -2.613 0.001 -0.011 -0.013
H 1.420 0.898 2.742 0.008 -0.006 -0.003
H 0.697 1.676 4.992 0.001 -0.001 -0.002
H -1.390 3.051 5.173 0.001 -0.004 0.000
Br 0.333 0.214 -3.633 0.016 0.059 0.004
C -1.127 -0.186 -4.850 -0.003 -0.018 0.009
Br -2.859 0.221 -4.146 -0.004 -0.004 0.035
H -1.082 -1.248 -5.051 -0.012 0.002 -0.013
H -0.956 0.412 -5.735 -0.002 -0.002 -0.006
F 3.223 4.810 -2.243 0.002 -0.003 0.004
C 3.533 4.011 -1.239 0.008 -0.028 -0.023
F 4.269 2.994 -1.691 -0.006 0.013 -0.001
F 4.212 4.669 -0.319 -0.005 0.002 -0.004
S 1.985 3.364 -0.478 -0.005 0.068 0.122
O 1.240 4.488 -0.014 0.050 -0.028 -0.036
O 2.385 2.368 0.522 0.009 0.042 -0.043
O 1.316 2.592 -1.579 -0.042 -0.057 0.066
```
Forces are in eV/Å.

Its HOMO-LUMO gap is 7.940 eV. As for the energy relative to the best compared isomer or geometry (same formula, charge and spin): 12.9 kJ/mol. The value obtained for the highest occupied orbital energy is -13.9 eV. Its net charge is +2.

---

Record 2
C4H9NO | ωB97M-V/def2-TZVPD

The geometry in XYZ format:
```
15
Properties=species:S:1:pos:R:3:forces:R:3
C -1.399 0.148 0.931 -0.015 0.012 0.048
C -0.225 -0.402 0.128 -0.057 -0.134 0.017
C -0.505 -0.440 -1.371 0.011 0.017 -0.002
N 1.000 0.399 0.413 -0.163 -0.019 0.042
C 2.244 0.141 -0.385 0.156 0.305 -0.080
O 2.081 -0.266 1.037 -0.091 -0.220 0.124
H -2.281 -0.479 0.766 0.160 0.091 0.033
H -1.659 1.164 0.607 0.082 -0.149 0.040
H -1.190 0.161 2.006 -0.010 -0.010 -0.133
H 0.037 -1.404 0.476 -0.031 0.074 -0.047
H 0.412 -0.701 -1.904 -0.163 0.028 0.068
H -0.872 0.526 -1.738 0.075 -0.107 0.097
H -1.273 -1.193 -1.577 0.104 0.125 0.052
H 0.835 1.243 0.958 0.025 0.075 -0.372
H 2.794 1.103 -0.346 -0.083 -0.088 0.113
```
Forces are in eV/Å.

Its HOMO-LUMO gap is 8.494 eV. As for the energy relative to the best compared isomer or geometry (same formula, charge and spin): 543.7 kJ/mol. The value obtained for the highest occupied orbital energy is -7.7 eV.

---

Record 3
C35H34HoN7S2Si | ωB97M-V/def2-TZVPD

The geometry in XYZ format:
```
80
Properties=species:S:1:pos:R:3:forces:R:3
Ho 14.239 10.835 11.387 -0.095 -0.943 -0.025
C 13.786 15.451 10.755 1.033 1.058 -0.477
C 13.837 14.075 11.278 -0.443 0.004 0.198
N 14.278 13.093 10.570 0.516 -0.045 0.647
N 14.751 13.395 9.335 -0.065 0.627 -0.913
C 15.589 12.561 8.782 0.499 -0.585 -0.271
N 16.091 12.939 7.542 -0.773 0.208 1.333
S 16.186 11.050 9.429 -0.247 0.472 0.057
C 13.447 13.852 12.702 0.160 0.181 -1.182
C 12.709 14.799 13.402 0.314 0.635 -0.839
C 12.390 14.558 14.711 -0.081 0.306 0.426
C 12.833 13.372 15.285 -0.482 0.615 0.548
C 13.545 12.482 14.497 -0.402 -1.027 0.792
N 13.860 12.713 13.237 -0.154 -0.454 -0.055
H 13.974 15.390 9.679 0.028 0.262 0.286
H 14.618 16.029 11.238 -0.573 -0.302 -0.466
H 12.876 16.022 10.916 -0.178 -0.308 0.192
H 15.531 13.636 7.082 0.071 0.083 -0.204
H 16.531 12.239 6.985 0.058 -0.321 -0.114
H 12.459 15.745 12.910 -0.097 -0.530 0.284
H 11.814 15.316 15.264 0.326 -0.587 -0.120
H 12.580 13.235 16.338 0.290 -0.540 -0.394
H 13.770 11.466 14.856 0.135 0.680 0.082
N 16.480 10.143 15.479 -0.149 -0.057 -0.312
C 17.800 10.629 15.534 0.826 -0.749 1.568
C 18.631 10.317 16.623 -0.138 -0.310 -0.749
C 19.959 10.736 16.625 -0.259 -0.347 1.057
C 20.491 11.466 15.587 -0.583 -0.232 -0.024
C 19.650 11.719 14.514 0.764 1.041 -0.621
C 18.320 11.358 14.491 -0.224 -0.041 -0.162
S 17.257 11.833 13.171 0.419 0.812 -0.352
N 16.069 10.641 13.205 0.058 -0.548 0.113
C 15.865 9.970 14.278 -1.234 0.281 -0.688
C 14.733 8.986 14.222 1.068 -0.151 0.458
C 14.794 7.831 14.984 -0.510 -0.138 -0.010
C 13.792 6.877 14.788 0.347 0.644 0.226
C 12.775 7.194 13.910 -0.495 -0.870 -0.888
C 12.808 8.379 13.154 0.310 -0.702 1.012
N 13.787 9.245 13.323 0.366 0.473 -0.050
H 16.163 9.474 16.160 0.364 0.183 0.383
H 18.298 9.649 17.418 -0.154 0.331 -0.145
H 20.534 10.462 17.507 0.145 0.151 -0.258
H 21.508 11.824 15.611 0.047 -0.025 -0.108
H 20.055 12.315 13.697 -0.211 -0.210 -0.036
H 15.582 7.631 15.705 0.011 0.083 -0.290
H 13.883 5.943 15.339 -0.419 0.086 -0.279
H 12.025 6.438 13.659 0.097 0.423 0.246
H 12.093 8.651 12.407 -0.492 -0.098 -0.272
C 8.096 12.042 9.980 -0.383 -0.948 -0.556
Si 8.785 11.532 11.597 0.889 1.074 0.479
C 8.147 9.881 12.054 1.605 -1.201 -0.057
C 8.070 12.734 12.872 0.740 -0.099 0.152
C 10.650 11.480 11.546 0.107 -0.418 0.342
C 11.847 11.160 11.558 -0.940 0.468 -0.170
H 7.004 11.906 10.059 0.276 0.195 -0.259
H 8.486 11.376 9.197 -0.210 0.236 0.024
H 8.336 13.059 9.733 0.042 0.544 -0.177
H 7.106 9.817 11.855 -1.018 -0.253 -0.060
H 8.377 9.640 13.094 -0.245 0.103 0.082
H 8.705 9.116 11.467 -0.545 0.375 0.155
H 7.007 12.586 13.008 -0.398 -0.033 -0.225
H 8.262 13.798 12.678 0.025 -0.312 0.064
H 8.513 12.443 13.827 0.125 0.282 0.169
C 11.930 8.068 6.455 0.123 0.002 -0.321
C 11.820 9.306 7.127 0.767 -0.035 0.279
C 12.459 9.518 8.337 -0.231 -1.227 -1.197
C 13.183 8.461 8.955 -0.067 -0.881 0.152
C 13.886 8.632 10.190 0.356 0.254 0.593
C 14.549 7.507 10.663 -0.059 0.121 0.570
C 14.556 6.227 10.044 0.356 1.014 0.685
C 13.882 6.084 8.897 -0.242 -1.924 -1.363
C 13.178 7.162 8.331 -0.216 1.046 -0.811
C 12.584 7.022 7.048 -0.290 0.006 0.332
H 11.581 7.982 5.418 -0.118 -0.050 0.555
H 11.332 10.120 6.618 -0.199 0.229 0.021
H 12.427 10.492 8.759 -0.015 0.626 0.565
H 15.081 7.554 11.623 0.032 0.118 -0.191
H 15.133 5.416 10.450 0.127 -0.241 0.241
H 13.918 5.081 8.370 -0.237 1.355 0.486
H 12.644 6.049 6.574 0.049 0.056 -0.165
```
Forces are in eV/Å.

Its HOMO-LUMO gap (spin up / spin down) is 6.293 / 6.299 eV. Its spin multiplicity is 5. The value obtained for the highest occupied orbital energy (spin up / spin down) is -6.9 / -6.9 eV.